44
Properties=species:S:1:pos:R:3 method="wB97M-V/def2-TZVPD" gap_ev=4.1 e_homo_ha=-0.6588 total_charge=+3
C 3.13388 3.13110 1.26878
C 2.00088 2.12708 1.11923
C 2.27711 1.00162 0.12142
C 1.08320 0.53310 -0.72042
C 1.38927 -0.32309 -1.94321
Ta -0.56280 -0.52877 0.56665
C -0.35644 -2.61860 -0.13409
C 0.81224 -3.02836 0.76527
C 2.21991 -2.84971 0.21695
Br 3.32047 -4.14591 1.08494
C -1.92861 -0.04099 -1.23450
C -3.19099 0.45827 -0.52785
N -3.73636 1.76221 -0.79174
N -4.23015 -0.45424 -0.81632
N -2.73348 0.46346 0.92614
H 3.87148 2.76531 1.98724
H 3.65164 3.31207 0.32299
H 2.78220 4.08756 1.65833
H 1.71940 1.72060 2.09570
H 1.02257 2.62993 0.82277
H 3.00793 1.37865 -0.61080
H 2.73565 0.14438 0.62520
H 0.72165 1.50187 -1.11262
H 1.64965 0.30832 -2.79972
H 0.56378 -0.95760 -2.27251
H 2.26414 -0.94746 -1.75246
H -0.59174 1.25916 1.09763
H 0.53458 -0.69546 2.03085
H -1.72605 -1.14542 1.83222
H -1.29619 -3.09667 0.17422
H -0.28277 -2.76527 -1.21205
H 0.76326 -2.64151 1.79813
H 0.58074 -4.10968 0.88584
H 2.27378 -3.04723 -0.85403
H 2.65415 -1.87008 0.42136
H -1.44257 0.64865 -1.95463
H -2.12302 -0.94099 -1.82434
H -3.98863 1.90882 -1.76281
H -3.33146 2.57419 -0.35720
H -3.96545 -1.42789 -0.90175
H -5.06502 -0.40806 -0.24095
H -3.38348 -0.00968 1.54867
H -2.61089 1.39181 1.32537
Zr -0.48746 2.94453 -0.87194

58
Properties=species:S:1:pos:R:3 method="wB97M-V/def2-TZVPD" gap_ev=9.2 e_homo_ha=-0.3189 smiles="CS[C@@H](C)[C@@H](O)C(=O)NCC1(O)CCN(C(=O)Cc2ccc(CO)cc2)CC1" total_charge=0
C -7.55952 -1.07563 2.92191
S -6.44440 -0.57418 1.59998
C -5.71152 0.93684 2.30904
C -5.17168 0.77915 3.72167
C -4.63703 1.45688 1.32957
O -4.51019 2.85259 1.49768
C -3.25813 0.81481 1.57297
O -2.31233 1.45698 1.98644
N -3.18795 -0.50734 1.29120
C -1.98305 -1.27371 1.51644
C -1.20847 -1.57150 0.23199
O -2.12230 -2.34494 -0.55034
C -0.82030 -0.29655 -0.51903
C 0.30064 0.46987 0.18272
N 1.45042 -0.39896 0.39134
C 2.55177 -0.44226 -0.41737
O 3.34496 -1.36542 -0.37870
C 2.74909 0.74285 -1.36311
C 4.07851 0.71262 -2.06313
C 4.32925 -0.20731 -3.07609
C 5.55351 -0.23096 -3.71846
C 6.56346 0.65675 -3.35846
C 7.90182 0.57438 -4.04221
O 8.60741 1.79504 -3.87275
C 6.31832 1.57647 -2.35088
C 5.08406 1.60141 -1.71363
C 1.14250 -1.56183 1.20902
C 0.04158 -2.39388 0.55261
H -8.14661 -1.90541 2.53340
H -7.01724 -1.40995 3.80319
H -8.23498 -0.26191 3.18360
H -6.49310 1.69890 2.30380
H -4.64826 1.69246 4.00958
H -5.97444 0.61064 4.43806
H -4.47128 -0.05548 3.78461
H -4.94330 1.21397 0.30538
H -4.86341 3.29705 0.72400
H -4.01446 -0.99583 0.98488
H -1.36538 -0.71668 2.21829
H -2.25132 -2.23005 1.96956
H -1.69975 -2.56611 -1.38721
H -0.47967 -0.58332 -1.52114
H -1.69936 0.33798 -0.64158
H 0.58147 1.34361 -0.39700
H -0.05121 0.83428 1.15031
H 1.93720 0.73106 -2.09721
H 2.64512 1.67244 -0.80090
H 3.55938 -0.91533 -3.35884
H 5.72914 -0.94970 -4.51154
H 8.47267 -0.25755 -3.61245
H 7.75024 0.35752 -5.10537
H 9.50627 1.67397 -4.18908
H 7.09202 2.27808 -2.07230
H 4.90492 2.32733 -0.92840
H 2.04973 -2.14726 1.32395
H 0.83099 -1.21224 2.19716
H -0.23205 -3.24125 1.18608
H 0.43623 -2.80340 -0.38327

91
Properties=species:S:1:pos:R:3 method="wB97M-V/def2-TZVPD" gap_ev="3.6 / 3.6" s2=0.752 spin_multiplicity=2 e_homo_ha="-0.0612 / -0.0616" total_charge=-1
P -0.13875 0.80740 -2.53600
C -1.77045 0.26158 -3.24009
C -2.25190 1.06816 -4.44714
C -3.69605 0.68306 -4.79040
C -3.88662 -0.82869 -4.97157
C -3.28073 -1.66223 -3.83490
C -1.83987 -1.24746 -3.51157
C 1.24867 0.15496 -3.57841
C 1.14188 0.51323 -5.05526
C 2.45605 0.15176 -5.75852
C 2.87407 -1.30688 -5.52962
C 2.81124 -1.74502 -4.05762
C 1.48976 -1.35227 -3.39126
C -0.09570 2.66798 -2.64851
C -1.22561 3.26476 -1.79073
C -1.20987 4.79705 -1.83205
C 0.15412 5.39165 -1.46606
C 1.31147 4.74364 -2.23389
C 1.27799 3.21029 -2.22580
H -2.44931 0.46613 -2.38724
H -1.59846 0.87147 -5.30979
H -2.20118 2.14856 -4.25182
H -4.00594 1.21165 -5.69878
H -4.35217 1.03439 -3.98231
H -4.95493 -1.05523 -5.06692
H -3.41407 -1.13052 -5.91604
H -3.89277 -1.55118 -2.92927
H -3.30221 -2.72519 -4.10328
H -1.46803 -1.81453 -2.64546
H -1.20072 -1.49956 -4.37200
H 2.13211 0.66465 -3.15326
H 3.24559 0.81517 -5.37926
H 0.92387 1.58412 -5.19472
H 0.31262 -0.04824 -5.51474
H 2.36236 0.35208 -6.83150
H 3.88906 -1.46246 -5.91448
H 2.21197 -1.95862 -6.11616
H 2.95458 -2.83059 -3.98340
H 3.63577 -1.27831 -3.50116
H 1.50350 -1.61140 -2.32328
H 0.66985 -1.92764 -3.84282
H -0.26476 2.93910 -3.70881
H -2.21103 2.90208 -2.12103
H -1.11688 2.91742 -0.75282
H -1.48043 5.11763 -2.84633
H -1.98264 5.18700 -1.15907
H 0.32212 5.27656 -0.38766
H 0.14643 6.46880 -1.67048
H 2.26947 5.08765 -1.82827
H 1.27062 5.07374 -3.27942
H 2.06737 2.83256 -2.89174
H 1.52693 2.82771 -1.22547
Ce 0.24186 0.08036 0.81596
Cl 2.59457 0.61784 -0.15265
Cl -2.32011 0.68300 0.55958
C -0.16177 -1.92352 -0.01704
H -1.25956 -1.96220 -0.20840
C 0.51197 -3.18062 -0.17800
C 1.94344 -3.25101 -0.20351
C 2.58503 -4.48236 -0.20626
C 1.83964 -5.67037 -0.22994
C 0.43393 -5.61439 -0.27361
C -0.22440 -4.39373 -0.26498
H 2.51104 -2.31359 -0.19466
H 3.67539 -4.51997 -0.18165
H -0.14590 -6.53805 -0.30659
H -1.31320 -4.33059 -0.28700
H 2.34660 -6.63609 -0.21564
C -2.11635 -0.27318 5.47357
N -2.17696 0.31349 4.10882
C -3.47652 1.00515 3.86183
C -0.97749 1.22237 3.82315
C 0.29816 0.45062 4.02619
C 1.02728 0.54438 5.22778
C 2.20351 -0.19786 5.38146
C 2.68161 -1.01029 4.35251
C 1.96152 -1.10753 3.14604
C 0.77364 -0.40335 3.03298
H -1.98666 0.53934 6.19487
H -1.28290 -0.97598 5.53035
H -3.06125 -0.79292 5.65475
H -2.10870 -0.46209 3.42594
H -3.48235 1.93868 4.43081
H -3.56139 1.19571 2.78856
H -4.28006 0.34266 4.19736
H -1.13280 1.58025 2.78514
H -1.09392 2.08896 4.49504
H 0.65922 1.18751 6.03657
H 2.74963 -0.13437 6.32652
H 3.61465 -1.56843 4.48889
H 2.33605 -1.71300 2.31835

13
Properties=species:S:1:pos:R:3 method="wB97M-V/def2-TZVPD" gap_ev=8.5 e_homo_ha=-0.2782 smiles=Nc1cc[nH]c1O total_charge=0
N -1.87842 0.57181 0.05754
C -0.48515 0.29867 0.17618
C 0.64532 1.14915 0.22624
C 1.76539 0.38446 0.05051
N 1.35433 -0.94459 -0.07133
C 0.00460 -0.97820 0.02336
O -0.68903 -2.12700 -0.06318
H -2.04645 1.10057 -0.79593
H -2.21358 1.13792 0.82783
H 0.68795 2.22890 0.28258
H 2.53254 0.77641 -0.59252
H 1.93901 -1.76758 -0.05798
H -1.61651 -1.83051 -0.06328

11
Properties=species:S:1:pos:R:3 method="wB97M-V/def2-TZVPD" gap_ev=11.3 e_homo_ha=-0.3909 total_charge=0
C 0.53835 -0.24037 -0.05860
C 1.95889 0.02877 0.34428
O -0.34797 0.75430 0.08230
O 0.06995 -1.33343 -0.31214
Si -1.86135 0.22795 -0.34208
Cl -2.62085 -1.26924 0.79177
Cl -2.03230 -0.04163 -2.28442
H 2.64699 -0.31252 -0.48277
H 2.16851 -0.39608 1.39955
H 1.83713 1.14198 0.52672
H -2.35735 1.44028 0.33539

74
Properties=species:S:1:pos:R:3 method="wB97M-V/def2-TZVPD" gap_ev="5.3 / 5.4" s2=0.792 spin_multiplicity=2 e_homo_ha="-0.3516 / -0.3499" total_charge=+1
Ru 0.37913 0.27962 -0.02322
C 3.32234 1.18988 -2.15270
C 2.29786 1.72517 -1.18649
C 2.64486 1.97629 0.16172
C 4.01623 1.63355 0.67965
C 1.73234 2.63835 1.00822
C 2.18534 3.10981 2.35716
C 0.42122 2.91324 0.56617
C -0.59161 3.44179 1.54516
C 0.09236 2.73853 -0.79889
C -1.15872 3.37312 -1.34718
C 1.02177 2.11328 -1.66768
C 0.71029 1.94755 -3.13612
H 3.24275 0.10312 -2.22476
H 4.32844 1.44191 -1.83199
H 3.18067 1.61414 -3.14340
H 4.70258 2.47023 0.52789
H 4.42336 0.75780 0.18109
H 3.97751 1.42054 1.74378
H 2.17623 2.29035 3.07412
H 1.54653 3.90085 2.73769
H 3.20152 3.49067 2.29586
H -0.46025 4.51092 1.71731
H -0.48085 2.92272 2.49586
H -1.60380 3.27063 1.19174
H -1.97510 2.65424 -1.42311
H -0.96723 3.79000 -2.33213
H -1.48650 4.18476 -0.70482
H 1.19320 2.74224 -3.70557
H -0.35690 2.00522 -3.33083
H 1.09157 0.99509 -3.50318
C 1.69101 -3.18293 -2.87403
C 1.06610 -2.52591 -1.66351
O 1.32427 -1.31367 -1.45420
C 0.22853 -3.34826 -0.89345
C -0.37611 -3.03504 0.32266
C -1.17673 -4.09595 1.01912
N -0.20418 -1.85704 0.89902
N -0.63619 -1.69296 2.13254
C -0.21287 -0.59490 2.75523
O 0.49057 0.29706 2.21250
C -0.54633 -0.47027 4.18004
C -1.68744 -1.05435 4.72148
C -1.97865 -0.85319 6.05743
C -1.12123 -0.11071 6.85678
C 0.02673 0.45116 6.32047
C 0.30865 0.28375 4.98132
H 2.31300 -2.46975 -3.40883
H 0.91043 -3.56044 -3.53071
H 2.29815 -4.03099 -2.56588
H 0.11294 -4.36289 -1.24020
H -1.35332 -4.94498 0.36453
H -2.12843 -3.68575 1.35129
H -0.63793 -4.43383 1.90358
H -2.33194 -1.63334 4.07742
H -2.87090 -1.28701 6.48156
H -1.34172 0.02855 7.90331
H 0.69149 1.02527 6.94619
H 1.19556 0.71347 4.54081
S -2.30586 0.09187 -0.40021
C -2.38951 -0.69112 -1.90151
N -1.37255 -0.61732 -2.75997
C -1.42737 -1.19077 -4.08944
C -2.32513 -2.42197 -4.05980
C -3.68891 -2.01494 -3.50929
N -3.50991 -1.31943 -2.24790
H -0.49288 -0.25619 -2.39531
H -0.41482 -1.44327 -4.40484
H -1.83399 -0.45053 -4.78945
H -1.87869 -3.17907 -3.41279
H -2.43486 -2.83563 -5.05960
H -4.31291 -2.89357 -3.33382
H -4.20598 -1.36075 -4.22179
H -4.26722 -1.31801 -1.58211

155
Properties=species:S:1:pos:R:3 method="wB97M-V/def2-TZVPD" gap_ev=9.8 e_homo_ha=-0.3494 total_charge=0
C 5.81231 -0.55261 2.09191
O 5.46588 -1.48697 3.11290
H 6.46840 0.23042 2.46999
H 6.27885 -1.10377 1.26758
H 4.89033 -0.12412 1.70754
H 6.26202 -1.86019 3.50007
C -1.04034 5.48984 -2.69199
O -1.85770 4.48604 -2.11468
H -0.07097 5.49726 -2.20452
H -0.90653 5.34331 -3.76946
H -1.51774 6.47443 -2.61699
H -2.57237 4.24013 -2.70665
C 0.21708 0.86939 4.60677
O 0.36259 1.96144 5.49025
H -0.17767 1.14856 3.62158
H 1.19575 0.41705 4.42350
H -0.43734 0.08367 4.99941
H -0.48046 2.07657 5.93335
C 3.68821 2.08514 3.47299
O 3.17259 2.51273 4.72066
H 3.55544 0.99778 3.38103
H 3.01314 2.42876 2.67229
H 4.68937 2.45125 3.27933
H 2.24037 2.26981 4.73707
C -0.49040 -3.23811 4.44500
O -1.28952 -3.94297 5.38722
H -1.09339 -3.09380 3.55043
H -0.13662 -2.29504 4.86320
H 0.36513 -3.84860 4.13623
H -0.72262 -4.36194 6.04035
C 3.03062 4.96109 1.47798
O 2.64258 6.08454 0.69676
H 3.23703 5.19824 2.52442
H 2.29204 4.16438 1.41938
H 3.98142 4.56273 1.10984
H 2.37713 6.78309 1.29832
C -4.35664 3.28530 2.96429
O -3.86226 4.10719 4.03831
P -2.51670 4.90323 3.97351
O -1.30023 4.10811 4.14207
O -2.74722 6.03516 5.04958
C -3.03035 5.69263 6.39194
O -2.60734 5.73795 2.63595
C -1.43249 6.07824 1.91955
H -3.76453 3.39938 2.06104
H -5.37967 3.58281 2.76034
H -4.36993 2.24520 3.28765
H -3.20427 6.60835 6.95692
H -2.19623 5.19055 6.88952
H -3.92466 5.07603 6.49557
H -1.22709 7.14855 2.00289
H -1.57411 5.87522 0.85659
H -0.53846 5.54327 2.24069
C -6.63473 -4.40627 -1.18252
O -5.24594 -4.12516 -1.06932
P -4.57355 -4.42844 0.33499
O -4.74389 -5.78160 0.84043
O -3.08514 -3.96875 0.15371
C -2.75891 -2.62047 -0.16600
O -5.24082 -3.28171 1.23647
C -4.66844 -2.94468 2.48641
H -7.14431 -3.72153 -1.86650
H -7.15617 -4.32462 -0.22921
H -6.80926 -5.39097 -1.61795
H -3.66834 -2.04677 -0.36076
H -2.11440 -2.51903 -1.03179
H -2.31063 -2.12658 0.69945
H -3.64514 -3.31448 2.60494
H -5.23915 -3.37252 3.31259
H -4.64552 -1.86196 2.61232
C 4.35824 -3.63181 0.76937
O 3.64924 -3.98542 -0.44007
P 2.85884 -5.34908 -0.49046
O 3.47818 -6.48184 0.18011
O 1.41168 -4.93148 0.04593
C 0.84011 -5.53152 1.20834
O 2.63435 -5.46544 -2.03654
C 1.55746 -6.27802 -2.54002
H 4.00235 -2.64358 1.05320
H 5.41252 -3.67268 0.52160
H 4.09251 -4.29114 1.59535
H 1.42219 -6.39035 1.54190
H -0.16060 -5.89083 0.96341
H 0.75770 -4.79260 2.00410
H 2.00199 -7.12979 -3.05029
H 0.98298 -5.69910 -3.26109
H 0.88305 -6.59899 -1.74914
C 7.66508 1.50264 -6.81172
O 8.20200 1.87942 -5.54849
P 7.20000 2.29681 -4.41005
O 6.02243 3.02486 -4.87333
O 6.93820 0.91705 -3.68712
C 6.02992 0.87533 -2.58384
O 8.10164 3.02822 -3.35494
C 8.33596 4.44236 -3.44769
H 7.18855 2.37047 -7.27003
H 6.88095 0.74481 -6.72431
H 8.44652 1.08960 -7.43963
H 6.61734 0.55944 -1.71615
H 5.35521 0.03402 -2.73419
H 5.48646 1.79433 -2.38348
H 8.05489 4.82231 -4.43251
H 9.40999 4.59858 -3.37539
H 7.76270 4.94335 -2.67603
C 0.05486 3.33114 0.10237
O 0.78045 2.34342 0.84550
P 1.11464 0.94491 0.22533
O 0.20617 0.49747 -0.82954
O 2.63678 1.05449 -0.16727
C 3.28688 -0.02520 -0.81384
O 1.14526 0.03842 1.51950
C 0.45320 -1.19395 1.66662
H 0.65279 4.24393 0.05082
H -0.87580 3.56865 0.60750
H -0.12866 3.02529 -0.92480
H 4.35230 0.06693 -0.64663
H 3.06307 -0.12233 -1.87976
H 2.90982 -0.98914 -0.44083
H 1.08330 -1.96497 2.10540
H 0.12866 -1.55960 0.68865
H -0.44011 -1.03147 2.27127
C -5.89629 1.52582 -2.76359
O -4.95715 1.09884 -1.77703
P -5.37049 1.14183 -0.24764
O -5.51218 2.46957 0.33586
O -4.30608 0.18669 0.41092
C -2.92075 0.61040 0.43308
O -6.70782 0.30359 -0.15482
C -6.77535 -1.01794 -0.71308
H -5.97181 0.78518 -3.55731
H -5.59425 2.49731 -3.14711
H -6.90081 1.62266 -2.34149
H -2.58813 0.67413 1.46363
H -2.79487 1.57511 -0.06511
H -2.37199 -0.07917 -0.20322
H -5.84137 -1.55632 -0.59735
H -6.96916 -0.91118 -1.78706
H -7.62914 -1.54422 -0.30212
C 0.45134 -2.68588 -2.18573
O -0.20260 -2.24169 -3.40111
P -1.30321 -3.16200 -4.01088
O -1.29112 -4.56715 -3.59384
O -1.19018 -2.91140 -5.56794
C -2.09647 -3.58490 -6.44657
O -2.62186 -2.39332 -3.53236
C -3.92117 -2.90298 -3.82676
H -0.15028 -3.40429 -1.63970
H 0.60264 -1.76408 -1.62281
H 1.43184 -3.07706 -2.44851
H -2.89060 -2.91126 -6.76020
H -2.45525 -4.51981 -6.02191
H -1.51400 -3.81800 -7.33908
H -3.96982 -3.94847 -3.51135
H -4.19523 -2.81393 -4.87497
H -4.60871 -2.35514 -3.18670

14
Properties=species:S:1:pos:R:3 method="wB97M-V/def2-TZVPD" gap_ev=10.5 e_homo_ha=-0.3463 smiles=C[C@]12C[C@H]1CO2 total_charge=0
C 1.51064 -1.02957 -0.45490
C 0.14434 -0.41275 -0.12337
C -0.90504 0.09574 -1.03065
C -0.26609 1.00861 0.02141
C -0.89882 0.71161 1.34824
O -0.89045 -0.70991 1.09048
H 2.12813 -1.14367 0.44006
H 1.43692 -2.00027 -0.95968
H 2.10722 -0.39083 -1.13903
H -1.80989 -0.36214 -0.65377
H -0.82130 0.22311 -2.10671
H 0.32386 1.89342 -0.18130
H -1.85015 1.22926 1.57137
H -0.20938 0.88740 2.17784